C3H2N2O2 | ωB97M-V with the def2-TZVPD basis set

For the HOMO energy, the calculation gives -0.4023 hartree. As for the SMILES: O=C=NC=O.C#N. For the calculated total energy, the calculation gives -375.46200 Eh. The orbital gap comes out at 11.60 eV.

The geometry in ORCA input format:
```
! RIJCOSX wB97M-V def2-TZVPD def2/J DEFGRID3
* xyz 0 1
O 1.196 1.094 1.623
O -2.048 -0.759 -0.078
N 1.049 -0.980 -1.249
N -0.720 1.108 0.378
C -1.283 0.070 0.159
C 0.379 1.666 1.017
C 0.550 -1.964 -1.139
H 0.478 2.736 0.553
H 0.399 -2.970 -1.263
*
```